# 1
C5H8Cl2N4O | ωB97M-V/def2-TZVPD

Computed properties:
Energy relative to the best compared isomer or geometry (same formula, charge and spin) (kJ/mol): 109.6
E_LUMO (spin up / spin down) (eV): -0.83 / -0.83
Frontier orbital gap (spin up / spin down) (Eh): 0.264 / 0.264
HOMO level (spin up / spin down) (hartree): -0.294 / -0.294

Geometry as XYZ:
```
20
C5H8Cl2N4O, DFT ωB97M-V/def2-TZVPD
C 2.401 0.100 -0.176
C 2.061 -1.229 0.090
C 1.747 1.366 0.272
C -2.568 -0.173 -0.964
C -1.900 0.437 0.318
N 0.599 1.671 0.569
N 0.997 -1.682 0.893
N -0.213 -1.205 1.014
N -0.513 -0.089 0.356
O -1.865 1.756 0.248
Cl 2.958 -2.678 -0.471
Cl 2.954 2.692 -0.160
H 3.342 0.191 -0.695
H -3.111 0.594 -1.591
H -1.712 -0.291 -1.501
H -3.257 -0.987 -0.849
H -2.197 -0.024 1.373
H 1.124 -2.489 1.453
H -0.014 -0.119 -0.501
H -0.835 2.158 0.322
```

Results of the Löwdin charge analysis, in e, for atoms 1 through 4: atom 1 (C): -0.12, atom 2 (C): -0.60, atom 3 (C): -0.77, atom 4 (C): 0.01

# 2
C5H8Cl2S | ωB97M-V/def2-TZVPD

Computed properties:
Energy relative to the best compared isomer or geometry (same formula, charge and spin) (kJ/mol): 37.7
E_LUMO (eV): 0.73
Frontier orbital gap (Eh): 0.355
HOMO level (hartree): -0.329

Geometry as XYZ:
```
16
C5H8Cl2S, DFT ωB97M-V/def2-TZVPD
C -1.061 -2.088 0.629
C -0.554 0.432 -0.231
C 0.765 0.579 0.374
C 1.791 0.646 -0.756
C -1.505 1.318 -0.336
H -1.926 -1.834 1.207
H -0.186 -2.038 1.328
H -1.233 -3.083 0.300
H 0.877 1.417 1.032
H 1.037 -0.269 1.027
H 1.728 -0.234 -1.462
H 1.675 1.552 -1.389
H -2.538 1.110 -0.733
S -0.984 -1.182 -0.822
Cl 3.423 0.671 -0.114
Cl -1.310 3.005 -0.054
```

Results of the Löwdin charge analysis, in e, for atoms 1 through 4: atom 1 (C): -0.45, atom 2 (C): -0.67, atom 3 (C): -0.32, atom 4 (C): -0.63

# 3
C5H8Cl4IN3O2 | ωB97M-V/def2-TZVPD

Computed properties:
Energy relative to the best compared isomer or geometry (same formula, charge and spin) (kJ/mol): 0.0
E_LUMO (eV): -0.06
Frontier orbital gap (Eh): 0.338
HOMO level (hartree): -0.341

Geometry as XYZ:
```
23
C5H8Cl4IN3O2, DFT ωB97M-V/def2-TZVPD
N -0.424 -0.165 0.453
C -0.921 -0.099 -0.972
C 0.183 0.726 -1.839
O 1.231 -0.141 -2.340
C 2.214 -0.446 -1.321
I 4.005 -1.249 -2.340
N -2.255 0.579 -0.934
N -2.980 0.416 -2.114
C -3.559 -0.792 -2.127
O -3.623 -2.043 -2.289
H -0.541 -1.132 0.827
H -0.963 0.500 1.044
H -0.936 -1.179 -1.356
H 0.572 1.618 -1.208
H -0.314 1.210 -2.773
H 2.523 0.439 -0.665
H 1.766 -1.288 -0.657
H -2.146 1.592 -0.709
C 1.234 0.291 4.265
Cl 2.637 0.045 3.203
Cl -0.173 0.762 3.285
Cl 0.873 -1.219 5.130
Cl 1.596 1.575 5.438
```

Results of the Löwdin charge analysis, in e, for atoms 1 through 4: atom 1 (N): -0.01, atom 2 (C): -0.33, atom 3 (C): -0.17, atom 4 (O): -0.29

# 4
C5H8ClFO | ωB97M-V/def2-TZVPD

Computed properties:
Energy relative to the best compared isomer or geometry (same formula, charge and spin) (kJ/mol): 610.7
E_LUMO (eV): 0.69
Frontier orbital gap (Eh): 0.412
HOMO level (hartree): -0.386

Geometry as XYZ:
```
16
C5H8ClFO, DFT ωB97M-V/def2-TZVPD
C -0.218 1.370 0.863
C -0.218 0.427 -0.341
C 0.941 -0.553 -0.278
C -1.566 -0.331 -0.641
C -2.887 0.225 -0.486
H -1.519 1.085 1.563
H 0.924 0.989 1.729
H -0.251 2.665 0.352
H -0.232 1.138 -1.359
H 0.989 -1.436 -0.899
H -1.202 -1.223 -1.207
H -2.781 1.274 -0.187
H -3.881 -0.152 -0.976
O -2.400 -0.607 0.512
F 1.009 -1.126 0.925
Cl 2.457 0.225 -0.361
```

Results of the Löwdin charge analysis, in e, for atoms 1 through 4: atom 1 (C): -0.13, atom 2 (C): -0.43, atom 3 (C): -0.83, atom 4 (C): -0.26

# 5
C5H8ClN | ωB97M-V/def2-TZVPD

Computed properties:
Energy relative to the best compared isomer or geometry (same formula, charge and spin) (kJ/mol): 407.7
E_LUMO (spin up / spin down) (eV): 0.12 / -0.08
Frontier orbital gap (spin up / spin down) (Eh): 0.301 / 0.298
HOMO level (spin up / spin down) (hartree): -0.296 / -0.301

Geometry as XYZ:
```
15
C5H8ClN, DFT ωB97M-V/def2-TZVPD
C 0.402 2.245 0.120
C -0.508 -0.893 0.155
C 1.720 0.330 -0.073
C -0.595 -1.705 -1.066
C -1.171 -0.826 1.273
N 1.643 1.563 -0.024
Cl 3.049 -0.642 -0.229
H 0.314 2.985 -0.679
H -0.434 1.527 0.081
H -1.105 -1.147 -1.854
H -1.152 -2.629 -0.882
H 0.397 -1.968 -1.431
H 0.398 2.770 1.079
H -0.921 -0.151 2.074
H -2.039 -1.459 1.457
```

Results of the Löwdin charge analysis, in e, for atoms 1 through 4: atom 1 (C): -0.14, atom 2 (C): -0.18, atom 3 (C): -0.67, atom 4 (C): -0.13

# 6
C5H8ClN2O | ωB97M-V/def2-TZVPD

Computed properties:
Energy relative to the best compared isomer or geometry (same formula, charge and spin) (kJ/mol): 408.3
E_LUMO (spin up / spin down) (eV): -5.67 / -5.41
Frontier orbital gap (spin up / spin down) (Eh): 0.254 / 0.273
Net charge: +1
HOMO level (spin up / spin down) (hartree): -0.462 / -0.471

Geometry as XYZ:
```
17
C5H8ClN2O, DFT ωB97M-V/def2-TZVPD
C -1.167 -0.107 -0.116
C 1.490 0.311 -1.538
C -0.745 -1.748 1.283
C 0.387 1.108 -1.714
C 0.342 0.397 1.721
N -0.475 -0.581 0.955
N -0.842 0.828 -1.013
O 1.663 -0.595 -0.731
Cl 0.271 1.864 -3.264
H -2.101 -0.573 -0.372
H 2.356 0.602 -2.117
H -0.429 -2.168 2.272
H -1.123 -2.444 0.670
H 0.036 1.407 1.662
H 0.613 0.052 2.705
H 1.372 0.523 1.167
H -1.648 1.124 -1.569
```

Results of the Löwdin charge analysis, in e, for atoms 1 through 4: atom 1 (C): -0.08, atom 2 (C): -0.34, atom 3 (C): 0.15, atom 4 (C): -0.58